19
Properties=species:S:1:pos:R:3 method="wB97M-V/def2-TZVPD" de_lowest_kcal_mol=161.6 orbital_gap_ev=9.28 fmax_ha_per_bohr=0.1610 homo_energy_ha=-0.3024
C -0.131 -2.139 0.786
C 0.308 -0.004 0.444
C -1.122 0.197 -0.198
C -0.434 1.665 -0.793
C 0.303 1.609 0.673
C 0.565 0.914 -1.762
C 0.896 -0.170 -0.899
H -0.283 -2.859 1.631
H -1.060 -1.544 0.274
H 0.305 -2.581 -0.021
H 1.419 -1.291 1.405
H -1.615 0.570 0.676
H -1.653 -0.061 -1.205
H -1.368 2.419 -1.068
H -0.337 1.839 1.598
H 1.168 2.182 0.634
H 1.068 1.252 -2.547
H 1.565 -0.992 -1.092
N 0.406 -1.006 1.464


15
Properties=species:S:1:pos:R:3 method="wB97M-V/def2-TZVPD" de_lowest_kcal_mol=154.9 orbital_gap_ev=9.82 fmax_ha_per_bohr=0.1452 homo_energy_ha=-0.3296
C 1.335 -0.792 -0.080
C 0.245 0.215 -0.215
C -2.063 0.600 0.217
C -1.966 -0.992 0.145
H 3.017 -0.075 -0.848
H 2.182 1.119 0.785
H 1.394 -1.664 -0.798
H 1.083 -1.441 0.951
H -1.807 1.017 1.372
H -2.888 1.167 -0.359
H -1.499 -1.526 0.968
H -2.592 -1.681 -0.514
N 2.552 -0.296 0.273
N -1.019 -0.028 -0.469
O 0.634 1.396 -0.073


265
Properties=species:S:1:pos:R:3 method="wB97M-V/def2-TZVPD" de_lowest_kcal_mol=0.0 orbital_gap_ev=9.45 fmax_ha_per_bohr=0.0775 homo_energy_ha=-0.3362
C 1.648 4.924 -4.754
C 1.156 4.142 -5.973
C 2.278 4.185 -7.023
O 3.405 4.515 -6.225
C 3.017 5.420 -5.215
H 1.755 4.268 -3.871
H 1.042 5.784 -4.579
H 0.253 4.504 -6.420
H 0.983 3.078 -5.760
H 2.102 4.911 -7.779
H 2.379 3.260 -7.659
H 3.088 6.476 -5.525
H 3.817 5.282 -4.381
C 3.348 -3.401 -2.338
C 3.931 -4.831 -2.428
C 2.760 -5.719 -2.084
O 1.909 -4.904 -1.273
C 1.998 -3.623 -1.801
H 3.468 -2.991 -3.377
H 4.046 -2.841 -1.612
H 4.785 -5.047 -1.785
H 4.201 -5.118 -3.450
H 2.913 -6.721 -1.543
H 2.149 -5.988 -2.965
H 1.637 -2.904 -0.987
H 1.306 -3.403 -2.600
C -6.809 1.416 -3.398
C -5.619 1.578 -2.461
C -5.415 0.195 -1.856
O -6.111 -0.689 -2.696
C -6.658 -0.048 -3.807
H -6.727 2.041 -4.274
H -7.724 1.659 -2.894
H -5.813 2.369 -1.626
H -4.698 1.840 -2.985
H -5.962 0.165 -0.871
H -4.356 0.076 -1.716
H -7.613 -0.432 -4.054
H -5.974 -0.039 -4.720
C -2.796 -3.355 0.702
C -3.454 -1.907 0.782
C -4.930 -2.225 1.072
O -5.201 -3.560 0.602
C -4.039 -4.272 0.989
H -2.004 -3.578 1.328
H -2.312 -3.635 -0.210
H -3.360 -1.417 -0.179
H -2.980 -1.271 1.539
H -5.471 -1.583 0.403
H -5.132 -2.088 2.174
H -4.010 -5.260 0.482
H -4.086 -4.434 2.053
C 7.481 -1.285 0.115
C 6.271 -1.867 -0.628
C 5.097 -1.529 0.306
O 5.588 -1.660 1.646
C 6.944 -1.115 1.558
H 7.687 -0.317 -0.391
H 8.426 -1.848 0.229
H 6.284 -2.981 -0.587
H 6.179 -1.373 -1.638
H 4.209 -2.086 0.198
H 4.784 -0.450 0.206
H 7.472 -1.722 2.279
H 6.945 -0.084 1.939
C -3.195 5.799 -3.828
C -2.215 4.682 -4.249
C -2.026 3.842 -2.972
O -2.562 4.646 -1.930
C -3.718 5.155 -2.494
H -3.957 6.001 -4.557
H -2.633 6.682 -3.516
H -1.265 5.092 -4.594
H -2.609 4.035 -4.992
H -1.002 3.615 -2.848
H -2.574 2.904 -3.028
H -4.037 5.890 -1.734
H -4.483 4.444 -2.745
C 2.689 -2.265 8.695
C 2.472 -3.477 7.798
C 3.906 -3.792 7.310
O 4.536 -2.524 7.268
C 4.184 -1.981 8.543
H 2.500 -2.594 9.704
H 2.054 -1.436 8.445
H 1.785 -3.365 6.965
H 2.135 -4.329 8.389
H 3.942 -4.133 6.297
H 4.521 -4.496 7.922
H 4.529 -0.949 8.422
H 4.815 -2.490 9.330
C 2.913 -0.196 -6.978
C 3.866 0.458 -5.980
C 3.013 0.487 -4.688
O 1.683 0.772 -5.160
C 1.520 0.166 -6.422
H 2.954 -1.245 -6.943
H 3.000 0.093 -7.995
H 4.246 1.385 -6.393
H 4.719 -0.213 -5.841
H 3.350 1.177 -3.963
H 3.015 -0.486 -4.333
H 0.960 0.881 -7.040
H 0.943 -0.751 -6.430
C -2.597 -2.192 5.730
C -1.800 -1.482 4.647
C -0.526 -2.287 4.643
O -0.965 -3.622 4.708
C -2.008 -3.630 5.684
H -3.600 -2.234 5.420
H -2.464 -1.799 6.728
H -1.727 -0.430 4.818
H -2.324 -1.637 3.729
H -0.023 -2.093 5.556
H 0.070 -2.133 3.789
H -1.660 -4.017 6.617
H -2.810 -4.310 5.233
C -1.094 6.250 5.798
C 0.227 5.358 5.837
C 1.252 6.198 5.112
O 0.518 7.101 4.338
C -0.641 7.490 5.080
H -1.426 6.458 6.771
H -1.888 5.722 5.256
H 0.033 4.450 5.272
H 0.436 5.083 6.873
H 1.925 5.635 4.483
H 1.799 6.913 5.795
H -1.389 7.870 4.380
H -0.293 8.258 5.863
C 6.554 2.722 0.533
C 7.066 3.788 -0.530
C 6.389 3.400 -1.869
S 4.893 2.544 -1.396
O 5.036 1.143 -1.742
O 3.788 3.239 -1.988
C 5.048 2.758 0.339
H 6.883 3.063 1.551
H 7.026 1.726 0.339
H 8.096 3.759 -0.570
H 6.778 4.819 -0.158
H 6.963 2.630 -2.358
H 6.013 4.216 -2.462
H 4.368 2.070 0.941
H 4.716 3.763 0.597
C -4.323 -3.102 -5.659
C -4.998 -4.052 -4.618
C -4.452 -3.805 -3.237
S -2.987 -2.653 -3.466
O -1.795 -3.142 -2.741
O -3.448 -1.293 -3.176
C -2.800 -2.920 -5.219
H -4.806 -2.140 -5.503
H -4.531 -3.303 -6.687
H -4.964 -5.110 -4.828
H -6.075 -3.778 -4.701
H -4.175 -4.702 -2.750
H -5.074 -3.304 -2.559
H -2.239 -3.867 -5.452
H -2.411 -2.006 -5.682
C 2.104 -0.203 4.014
C 3.087 0.721 3.314
C 2.727 2.159 3.774
S 1.643 1.989 5.171
O 0.272 2.174 4.808
O 2.077 2.886 6.287
C 1.980 0.288 5.430
H 2.512 -1.186 3.923
H 1.184 -0.184 3.453
H 2.915 0.521 2.267
H 4.074 0.428 3.723
H 2.136 2.663 3.049
H 3.548 2.672 4.214
H 1.133 -0.114 5.943
H 2.913 0.239 5.996
C -2.392 3.048 3.426
C -1.397 3.712 2.543
C -2.056 3.855 1.152
S -3.212 2.482 0.994
O -2.642 1.626 -0.053
O -4.574 2.995 0.833
C -3.042 1.800 2.680
H -3.210 3.734 3.660
H -1.895 2.780 4.347
H -0.483 3.106 2.409
H -1.079 4.680 2.828
H -1.330 3.837 0.307
H -2.657 4.788 1.193
H -2.329 1.014 2.745
H -4.050 1.658 3.016
C 2.253 -4.124 2.394
C 3.479 -4.024 3.264
C 4.639 -4.612 2.410
S 3.946 -6.072 1.608
O 4.218 -7.172 2.441
O 4.364 -6.088 0.221
C 2.226 -5.579 1.692
H 2.442 -3.532 1.516
H 1.393 -3.775 3.031
H 3.437 -4.664 4.123
H 3.861 -3.005 3.450
H 5.477 -4.953 3.114
H 4.992 -3.897 1.732
H 1.706 -6.423 2.216
H 1.868 -5.473 0.692
C -8.623 -1.278 1.798
C -8.953 -1.849 0.326
C -9.201 -0.702 -0.654
S -9.167 0.791 0.263
O -10.428 0.940 0.921
O -8.593 1.852 -0.484
C -8.029 0.161 1.439
H -7.859 -1.895 2.331
H -9.535 -1.241 2.337
H -9.782 -2.649 0.237
H -7.987 -2.349 -0.015
H -10.100 -0.609 -1.243
H -8.415 -0.567 -1.351
H -8.014 0.779 2.313
H -7.053 0.067 1.018
C -0.305 -7.910 -2.177
C 0.014 -8.568 -3.548
C -1.141 -8.187 -4.488
S -1.440 -6.492 -4.155
O -2.756 -5.964 -4.435
O -0.366 -5.834 -4.835
C -1.122 -6.598 -2.409
H 0.579 -7.650 -1.622
H -0.891 -8.642 -1.618
H 0.212 -9.598 -3.722
H 0.820 -7.973 -3.973
H -2.038 -8.706 -4.285
H -0.869 -8.226 -5.530
H -2.006 -6.577 -1.888
H -0.499 -5.771 -2.169
C 0.322 6.254 -0.850
C 0.628 7.374 0.153
C 1.402 6.694 1.300
S 2.450 5.468 0.449
O 2.079 4.180 1.064
O 3.860 5.863 0.477
C 1.672 5.574 -1.143
H -0.122 6.598 -1.731
H -0.467 5.600 -0.480
H -0.215 7.871 0.495
H 1.236 8.100 -0.334
H 0.663 5.998 1.746
H 1.921 7.323 2.093
H 1.574 4.536 -1.526
H 2.247 6.299 -1.790
C 0.406 1.728 -1.453
C -0.318 0.553 -2.067
C -0.522 -0.445 -0.837
S 0.680 -0.015 0.411
O 1.518 -1.164 0.565
O 0.054 0.506 1.621
C 1.436 1.316 -0.421
H -0.321 2.338 -0.894
H 0.857 2.441 -2.155
H 0.227 0.013 -2.850
H -1.250 0.892 -2.427
H -0.429 -1.513 -1.097
H -1.474 -0.214 -0.408
H 2.421 0.947 -0.776
H 1.728 2.003 0.386


27
Properties=species:S:1:pos:R:3 method="wB97M-V/def2-TZVPD" de_lowest_kcal_mol=63.1 charge=+1 orbital_gap_ev=9.45 fmax_ha_per_bohr=0.0816 homo_energy_ha=-0.4877
C 1.658 -1.600 -0.968
C 0.429 -1.181 -1.202
C 2.460 -1.143 0.193
C 1.374 0.790 -0.109
C 0.018 0.138 -0.594
C -2.245 -0.874 0.059
C -0.813 -0.303 1.977
C -1.197 0.100 0.533
N 2.175 0.000 0.647
N -0.600 1.146 -1.546
N 0.875 2.039 0.571
H 1.995 -2.429 -1.510
H -0.262 -1.358 -2.168
H 3.271 -1.823 0.479
H 1.832 1.220 -1.005
H -2.288 -1.857 0.577
H -1.939 -1.217 -1.004
H -3.193 -0.414 -0.242
H -0.293 0.459 2.474
H -0.141 -1.169 1.935
H -1.596 -0.632 2.564
H -1.608 1.049 0.490
H -1.669 1.023 -1.602
H -0.233 1.045 -2.422
H 0.166 2.366 -0.290
H 1.523 2.855 0.846
H 0.298 1.769 1.318


48
Properties=species:S:1:pos:R:3 method="wB97M-V/def2-TZVPD" de_lowest_kcal_mol=88.7 orbital_gap_ev=9.22 fmax_ha_per_bohr=0.1365 homo_energy_ha=-0.3362
O 1.236 -2.504 -0.771
O 1.901 -1.034 3.401
O 0.804 -0.007 -0.577
O 5.511 -4.955 3.250
C 1.416 -2.551 0.378
C 1.861 -1.832 2.518
C 1.442 -1.358 1.172
C 1.271 -0.029 0.755
N 1.867 -3.583 1.083
C 0.624 4.427 -2.617
C 4.096 -5.069 2.933
C 1.099 1.177 1.748
C -0.931 4.846 -2.415
C 0.067 2.199 1.424
C -1.997 3.793 -2.640
C -1.371 1.514 1.336
C -2.081 2.798 -1.457
C -2.514 2.553 1.043
C -2.257 3.527 -0.085
C 3.638 -3.535 2.772
C 2.172 -3.354 2.453
H 1.005 -0.937 -0.880
H 5.805 -4.459 4.055
H 1.979 -4.476 0.701
H 0.753 3.573 -2.028
H 1.228 5.222 -2.190
H 0.827 4.197 -3.545
H 3.600 -5.684 3.725
H 3.946 -5.628 1.982
H 2.039 1.673 1.961
H 0.789 0.909 2.743
H -0.997 5.325 -1.421
H -1.185 5.656 -3.124
H 0.101 3.011 2.195
H 0.263 2.664 0.512
H -2.906 4.284 -2.637
H -1.909 3.264 -3.633
H -1.554 1.033 2.321
H -1.404 0.865 0.433
H -1.116 2.315 -1.514
H -2.863 2.032 -1.554
H -2.634 3.207 1.957
H -3.426 1.996 0.777
H -1.366 4.233 0.177
H -3.093 4.099 -0.268
H 3.786 -3.075 3.768
H 4.323 -3.065 2.014
H 1.554 -3.855 3.170


20
Properties=species:S:1:pos:R:3 method="wB97M-V/def2-TZVPD" de_lowest_kcal_mol=66.9 charge=+1 orbital_gap_ev=10.07 fmax_ha_per_bohr=0.0500 homo_energy_ha=-0.5159
C 0.109 0.578 2.314
C 0.743 -0.640 -1.503
C 0.381 0.538 0.805
C 0.191 -0.623 -0.142
N -0.815 1.178 0.222
O 1.636 1.086 0.470
O -0.372 -1.681 0.357
O -1.815 -0.217 -2.131
H -0.665 -0.230 2.486
H 0.999 0.609 2.949
H -0.467 1.502 2.370
H 1.788 -0.628 -1.261
H 0.555 0.323 -2.110
H 0.377 -1.504 -2.206
H -1.455 0.007 -3.006
H -1.755 0.798 0.325
H -0.680 1.784 -0.514
H 1.959 1.889 0.851
H -0.488 -2.334 -0.363
H -2.756 -0.489 -2.068


16
Properties=species:S:1:pos:R:3 method="wB97M-V/def2-TZVPD" de_lowest_kcal_mol=46.9 charge=+1 orbital_gap_ev=8.41 fmax_ha_per_bohr=0.0625 homo_energy_ha=-0.5075
C 1.132 1.518 0.387
C 2.280 0.455 0.349
C 0.074 0.485 0.032
C -1.371 0.645 -0.022
N -0.864 -1.974 -1.158
S 1.114 -0.861 -0.056
H 1.021 1.997 1.322
H 1.297 2.088 -0.500
H 3.087 0.651 -0.433
H 2.849 0.300 1.225
H -1.960 -0.274 -0.207
H -1.512 1.355 -0.866
H -1.887 1.040 0.875
H -0.229 -2.664 -1.462
H -1.332 -1.349 -1.898
H -1.464 -2.288 -0.377